The following is a DFT calculation (ωB97M-V with the def2-TZVPD basis set) of a 11-piece molecular cluster, C76H177N11O17 overall.

Last column: Mulliken charge in e.
CARTESIAN COORDINATES (ANGSTROEM)
C -18.00760 -16.46663 -11.37691  -1.806
C -19.31513 -16.17543 -12.19089  2.520
C -20.66128 -16.28870 -11.35471  -0.900
O -20.80877 -17.69351 -11.02742  -0.270
C -22.07359 -17.93211 -10.33546  -0.814
N -19.22883 -14.86293 -12.79593  -0.549
H -17.93435 -15.83592 -10.49095  0.460
H -17.14501 -16.29538 -12.02090  0.516
H -17.92498 -17.51418 -11.08723  0.272
H -19.46168 -16.87152 -13.01677  -1.630
H -21.45455 -15.98993 -12.03996  0.386
H -20.72674 -15.72705 -10.42284  0.485
H -22.26563 -17.19566 -9.55518  0.340
H -21.95415 -18.84552 -9.75278  0.264
H -22.88765 -17.95783 -11.05987  0.255
H -19.13911 -14.26529 -11.98668  0.312
H -20.15636 -14.67181 -13.14703  0.198
C -17.70213 -19.64535 -12.90038  -0.410
O -16.43348 -19.32784 -12.50605  -0.320
C -15.73181 -20.47240 -12.08349  -0.606
C -14.85184 -20.99592 -13.24874  -0.534
N -14.19404 -19.84873 -13.93992  -0.216
C -13.42287 -20.22528 -15.07372  -0.085
C -12.68855 -19.04057 -15.68850  -0.638
O -11.99302 -18.13616 -14.82647  -0.399
C -10.90037 -18.66732 -14.06000  -0.797
H -18.39057 -18.87987 -13.25841  -0.702
H -18.35727 -19.97919 -12.09575  0.648
H -17.84730 -20.32404 -13.74087  0.495
H -16.33425 -21.28902 -11.68564  0.371
H -15.05933 -20.03331 -11.34654  0.396
H -15.46298 -21.57346 -13.94232  0.039
H -14.15950 -21.77900 -12.93961  0.518
H -14.92224 -19.16486 -14.08870  0.225
H -14.03281 -20.75699 -15.80403  -0.062
H -12.59868 -20.87877 -14.78780  0.561
H -13.38911 -18.37209 -16.18895  0.171
H -12.06422 -19.35641 -16.52430  0.482
H -11.26702 -19.09424 -13.12650  0.254
H -10.18873 -17.85163 -13.93233  0.318
H -10.27725 -19.44378 -14.50380  0.318
C -25.00690 -15.98774 -19.50429  -0.793
O -25.99135 -16.68076 -18.79656  -0.468
C -26.71075 -16.06683 -17.78016  -0.718
C -27.59093 -17.16952 -17.04673  -0.544
N -26.88880 -17.90022 -15.95987  -0.101
C -27.85428 -18.86166 -15.47237  -1.331
C -27.96816 -20.11990 -16.36167  0.506
O -29.21956 -20.74050 -16.10544  -0.497
C -29.45676 -22.08368 -16.58390  -0.531
H -24.43198 -16.59398 -20.20430  0.197
H -24.42104 -15.41892 -18.78226  0.324
H -25.60872 -15.27632 -20.06978  0.528
H -27.36259 -15.25240 -18.09622  0.542
H -25.98637 -15.57716 -17.12931  0.300
H -28.01194 -17.85358 -17.78355  0.264
H -28.32673 -16.55313 -16.53024  0.441
H -26.10686 -18.45791 -16.27238  0.070
H -28.81723 -18.38416 -15.29129  0.466
H -27.56155 -19.00743 -14.43259  0.300
H -27.11004 -20.78422 -16.25959  -0.045
H -27.84921 -19.73739 -17.37541  0.287
H -29.01221 -22.79830 -15.89122  0.334
H -29.02446 -22.19400 -17.57841  0.001
H -30.46912 -22.45994 -16.73113  0.385
C -17.86748 -12.16455 -21.39841  -0.874
O -18.52993 -12.91390 -20.44451  -0.259
C -18.22241 -14.34792 -20.51754  -0.290
C -19.18456 -15.00790 -21.45821  -0.612
N -20.56003 -14.86090 -21.16997  0.797
C -21.30554 -15.44693 -22.28475  -0.652
C -21.15820 -16.94233 -22.35774  -1.018
O -22.17969 -17.61430 -21.62876  -0.413
C -21.66379 -17.91263 -20.31249  1.095
H -16.77929 -12.21228 -21.35759  0.309
H -18.17954 -11.12775 -21.27286  0.297
H -18.19680 -12.36193 -22.41855  0.307
H -18.39925 -14.82238 -19.55228  -0.529
H -17.16217 -14.57420 -20.63058  0.576
H -18.90777 -16.05823 -21.36706  0.119
H -19.03790 -14.64986 -22.47722  0.511
H -20.81840 -13.89089 -21.05850  0.057
H -21.06755 -14.90368 -23.19927  0.568
H -22.31360 -15.06872 -22.11479  0.310
H -20.14440 -17.32356 -22.23529  0.356
H -21.20944 -17.25598 -23.40039  0.467
H -22.30012 -17.57632 -19.49389  -0.348
H -20.75865 -17.37658 -20.02708  -0.386
H -21.44900 -18.97718 -20.21925  -0.334
C -22.99553 -12.09691 -21.79131  -1.024
O -22.39715 -12.70829 -20.69497  -0.205
C -22.74340 -12.18626 -19.42422  -1.132
C -21.70946 -12.84029 -18.46616  -0.132
N -22.01864 -14.24042 -18.36903  -0.208
C -21.03933 -14.95058 -17.50126  1.535
C -20.93173 -14.62315 -15.97222  -0.624
O -20.26657 -13.43435 -15.55813  -0.485
C -18.91711 -13.37757 -15.95496  -0.315
H -22.75484 -11.03917 -21.68470  0.387
H -24.04791 -12.37512 -21.84784  0.262
H -22.49391 -12.52902 -22.65718  0.286
H -23.76755 -12.48250 -19.19742  0.320
H -22.70457 -11.09857 -19.36464  0.561
H -21.74403 -12.33897 -17.49890  0.637
H -20.71729 -12.72191 -18.90167  0.061
H -21.89506 -14.62692 -19.29394  -0.151
H -20.04406 -14.79755 -17.91853  -0.488
H -21.31345 -15.98910 -17.68675  -0.491
H -20.53693 -15.50521 -15.46802  -0.003
H -21.97156 -14.58969 -15.64711  0.462
H -18.37038 -14.31300 -15.83597  0.059
H -18.42342 -12.55629 -15.43546  0.340
H -18.91901 -13.12613 -17.01556  0.124
C -21.14828 -19.38929 -14.30611  -0.320
O -21.81700 -19.08172 -15.54968  0.475
C -22.93736 -18.11028 -15.37214  -2.000
C -23.50542 -17.67867 -16.70661  0.560
N -24.42399 -18.63196 -17.40986  0.570
C -23.73960 -19.88557 -17.70068  1.548
C -24.60498 -20.68104 -18.74756  -1.347
O -23.87596 -21.87370 -19.22410  1.720
C -23.93312 -22.90648 -18.22115  -0.934
H -20.64113 -18.49894 -13.93442  -0.556
H -20.53485 -20.27965 -14.44414  0.136
H -21.85282 -19.67037 -13.52334  0.353
H -22.62072 -17.22509 -14.82053  0.462
H -23.69999 -18.49616 -14.69569  0.436
H -22.68305 -17.56580 -17.41306  -0.626
H -24.00807 -16.71289 -16.65450  0.611
H -24.69014 -18.07281 -18.20774  0.020
H -23.52659 -20.43633 -16.78450  -0.279
H -22.75995 -19.76495 -18.16311  -0.890
H -24.76092 -19.96265 -19.55236  0.659
H -25.59967 -20.83759 -18.33021  -0.180
H -23.91378 -23.91951 -18.62300  -0.845
H -24.73021 -22.81742 -17.48305  0.553
H -23.00001 -22.84463 -17.66117  0.060
C -17.84087 -26.17194 -15.52323  -0.642
O -18.98865 -25.57442 -14.91326  -0.462
C -19.76600 -24.87457 -15.88997  -1.278
C -21.22601 -24.80026 -15.49539  0.154
N -21.44425 -23.68129 -14.55697  0.012
C -22.87195 -23.66224 -14.14869  -0.617
C -23.42146 -22.28124 -13.77406  0.149
O -24.84252 -22.42584 -13.87984  -0.431
C -25.45120 -21.10897 -13.83960  -0.511
H -18.12342 -26.80886 -16.36144  0.260
H -17.34996 -26.70756 -14.71068  0.296
H -17.14079 -25.42911 -15.90560  0.214
H -19.66411 -25.41938 -16.82854  0.470
H -19.31071 -23.89048 -16.00135  0.683
H -21.44643 -25.76799 -15.04482  0.828
H -21.81157 -24.71029 -16.41034  -0.814
H -20.80788 -23.76691 -13.77736  0.367
H -23.02720 -24.33392 -13.30439  0.311
H -23.52116 -23.97209 -14.96760  0.079
H -23.01381 -21.43625 -14.32896  -0.483
H -23.19178 -21.96460 -12.75667  0.528
H -25.18669 -20.77727 -12.83556  0.405
H -26.51632 -21.28100 -13.99460  0.231
H -25.09276 -20.43194 -14.61501  0.088
C -22.42418 -25.34604 -20.92046  -1.811
C -22.03197 -24.59117 -22.16778  2.197
C -22.81535 -25.31854 -23.32862  -1.149
C -22.80787 -24.49872 -24.64872  -0.862
C -23.43500 -23.12844 -24.33711  -1.132
C -22.64622 -22.29236 -23.30023  1.518
N -22.40962 -23.15001 -22.10407  -0.085
O -21.79820 -22.45959 -20.99604  0.994
C -21.37867 -21.68955 -23.94890  -1.651
C -23.62017 -21.11855 -22.85977  -1.681
C -20.50048 -24.69342 -22.44851  -1.802
H -22.31780 -26.42760 -21.00418  0.637
H -23.47852 -25.13258 -20.74471  -0.420
H -21.80263 -25.02324 -20.08525  0.314
H -22.43475 -26.32882 -23.47886  0.538
H -23.82129 -25.55413 -22.98125  0.252
H -23.39575 -25.00870 -25.41187  0.448
H -21.83307 -24.37526 -25.12056  0.375
H -24.45736 -23.19906 -23.96579  0.195
H -23.44487 -22.52109 -25.24216  0.457
H -20.67699 -21.34076 -23.19122  0.049
H -20.92611 -22.46652 -24.56502  0.350
H -21.69764 -20.84913 -24.56537  0.510
H -23.07646 -20.37381 -22.27852  0.351
H -23.99023 -20.57177 -23.72706  0.533
H -24.43070 -21.52724 -22.25635  -0.121
H -20.10929 -25.64470 -22.08779  0.533
H -19.86838 -24.00833 -21.88353  0.135
H -20.12583 -24.61711 -23.46925  0.255
H -22.50749 -22.44983 -20.34918  -0.336
C -22.02521 -30.27877 -15.10389  -2.023
C -22.19568 -29.26592 -16.27091  1.840
C -22.23380 -30.14944 -17.51935  -1.723
C -22.73467 -29.38762 -18.75715  -0.553
C -24.12663 -28.80179 -18.46716  -1.498
C -24.18552 -27.88819 -17.22491  1.856
N -23.48230 -28.56158 -16.12500  0.305
O -23.50331 -27.75283 -14.93936  -0.456
C -23.70606 -26.46763 -17.57195  0.173
C -25.68904 -27.80991 -16.86701  -2.286
C -20.94882 -28.35692 -16.37786  -1.572
H -21.16653 -30.92960 -15.26884  0.385
H -22.83614 -30.99491 -14.97102  0.461
H -21.82417 -29.69244 -14.20730  0.431
H -21.19399 -30.44631 -17.65632  0.550
H -22.80018 -31.06215 -17.33424  0.400
H -22.74071 -29.99128 -19.66470  0.511
H -22.03958 -28.57385 -18.96385  0.069
H -24.79570 -29.66141 -18.50602  0.545
H -24.46402 -28.34378 -19.39693  0.418
H -24.25673 -26.01770 -18.39805  -0.562
H -23.82022 -25.72534 -16.78197  0.245
H -22.65142 -26.46685 -17.84728  0.218
H -26.14787 -28.65778 -16.35841  0.572
H -25.86889 -27.01483 -16.14340  0.444
H -26.40471 -27.67413 -17.67786  0.152
H -20.04125 -28.93978 -16.22076  0.561
H -20.96445 -27.62323 -15.57191  0.222
H -20.79346 -27.78092 -17.29010  0.232
H -24.09133 -28.23686 -14.35495  0.356
C -18.82157 -20.78477 -19.49706  -1.186
C -18.81411 -20.78385 -17.95944  2.687
C -17.52032 -21.50990 -17.39365  -1.302
C -16.27312 -20.65987 -17.77995  -0.993
C -16.42441 -19.30792 -16.99984  -0.987
C -17.73054 -18.53359 -17.31118  2.112
N -18.90391 -19.45902 -17.45717  0.500
O -20.06536 -18.72918 -17.69003  3.048
C -17.89625 -17.48470 -16.22848  -1.168
C -17.39649 -17.77300 -18.65006  -1.931
C -19.99675 -21.60450 -17.53547  -1.528
H -18.31578 -19.88134 -19.83775  0.149
H -19.84250 -20.70997 -19.87151  -0.342
H -18.40820 -21.67884 -19.96382  0.293
H -17.48258 -21.55536 -16.30526  -0.004
H -17.46446 -22.54971 -17.71578  0.609
H -16.04163 -20.50744 -18.83413  0.391
H -15.49434 -21.29697 -17.36080  0.266
H -15.54154 -18.69254 -17.17288  0.332
H -16.38737 -19.58781 -15.94704  -0.271
H -18.60486 -16.69082 -16.46455  -0.758
H -18.21464 -17.92093 -15.28168  -0.120
H -16.94041 -16.97784 -16.09601  0.784
H -16.73669 -16.93952 -18.40908  0.634
H -16.94271 -18.42333 -19.39789  0.553
H -18.25122 -17.23888 -19.06510  -0.266
H -20.15613 -21.76087 -16.46860  0.022
H -20.04063 -22.63430 -17.89001  0.736
H -20.88900 -21.05613 -17.83762  -0.664
H -20.53775 -18.95487 -16.88535  -0.942
C -28.27229 -22.87153 -20.54895  -1.536
C -27.58837 -24.27853 -20.67090  2.547
C -27.06291 -24.66740 -19.21826  0.073
C -28.19450 -25.32298 -18.34964  -0.563
C -28.89553 -26.34949 -19.15673  -1.566
C -29.49384 -25.94161 -20.50112  1.473
N -28.43687 -25.30986 -21.28278  0.377
O -28.95925 -24.92914 -22.56473  -0.506
C -29.97226 -27.28295 -21.22552  -1.775
C -30.69641 -24.95215 -20.17644  -1.578
C -26.29737 -24.05565 -21.52941  -2.813
H -28.94576 -22.72239 -19.70498  0.049
H -28.90248 -22.63503 -21.40629  0.372
H -27.62296 -22.00019 -20.46380  0.267
H -26.26677 -25.41066 -19.26077  -0.112
H -26.78048 -23.81659 -18.59823  -0.234
H -28.83240 -24.49519 -18.03990  0.039
H -27.77529 -25.61825 -17.38779  0.498
H -29.57642 -26.86849 -18.48210  0.475
H -28.26006 -27.19544 -19.41873  0.332
H -30.91444 -27.54504 -20.74413  0.345
H -30.21931 -27.07159 -22.26589  0.463
H -29.18202 -28.02425 -21.10688  0.347
H -30.40499 -24.02298 -19.68672  0.204
H -31.18676 -24.64052 -21.09869  0.431
H -31.52155 -25.52837 -19.75785  0.425
H -25.56444 -23.38504 -21.08087  -0.074
H -26.45434 -23.78691 -22.57403  0.706
H -25.79085 -25.00081 -21.72489  0.631
H -28.57032 -25.53660 -23.19823  0.343

Forces on the atoms, in the same order (eV/Å):
C -0.9 -0.3 -0.9
C -0.4 -0.4 1.4
C 1.4 -1.9 -0.7
O -1.3 0.7 0.7
C 1.5 0.0 -0.1
N 0.0 0.1 0.5
H -0.1 0.1 0.0
H 0.0 0.2 0.0
H -0.3 0.1 0.2
H 0.3 -0.4 0.1
H -0.4 0.2 0.0
H 0.3 0.4 0.0
H 0.0 0.5 -0.2
H -0.1 -0.3 -0.5
H -0.1 -0.1 0.1
H 0.2 0.8 -0.1
H -0.1 0.5 -0.5
C -3.2 -0.3 -0.6
O -0.4 0.3 -0.2
C 2.2 0.3 -0.6
C -0.3 0.7 -0.5
N -0.5 -1.2 2.1
C 1.0 0.5 0.1
C -0.6 1.2 -0.6
O 0.6 -1.2 0.0
C -0.3 0.2 -0.2
H 1.1 1.3 0.0
H 0.4 -0.7 0.6
H 0.8 -0.8 -0.1
H -0.3 0.3 0.1
H 0.1 -0.6 0.4
H -0.6 0.1 -0.5
H 0.5 0.4 0.5
H 0.2 0.2 -0.4
H 0.2 0.0 -0.6
H -0.2 -0.6 0.4
H -0.4 0.1 0.1
H 0.5 -0.4 0.1
H 0.0 0.3 0.2
H -0.3 0.2 0.5
H -0.4 -0.3 -0.8
C -1.3 1.8 0.3
O -0.3 -2.5 -0.6
C -0.1 -0.9 0.9
C 2.3 1.8 0.1
N -1.2 0.5 -0.7
C 0.1 -0.3 1.5
C -0.3 0.5 0.3
O -1.1 -0.6 -0.1
C 1.5 0.3 -0.2
H -0.1 -0.3 0.4
H 0.7 0.0 -0.2
H 0.6 0.6 -0.6
H -0.3 0.0 -0.6
H 0.0 -0.1 0.7
H -0.3 0.4 -0.2
H -0.5 -0.4 -0.1
H 0.5 0.4 -0.7
H -0.3 -0.1 -0.7
H 0.1 -1.1 0.1
H 0.1 -0.4 0.5
H -0.5 -0.2 -0.5
H 0.4 -0.1 0.0
H 0.4 -0.1 0.0
H -0.5 1.2 0.5
C -0.2 1.1 -0.8
O 0.5 -1.8 1.0
C -1.1 1.1 0.9
C 1.7 -0.2 -0.4
N -0.5 -0.5 0.6
C -0.3 1.5 1.0
C -0.9 -0.3 -1.9
O 1.5 0.1 1.2
C 0.0 -0.1 0.3
H 0.1 -0.2 0.2
H 0.2 0.1 0.4
H 0.1 -0.6 -0.3
H -0.4 0.6 0.5
H 0.1 0.4 -0.9
H 0.0 -0.2 -0.5
H 0.6 -0.2 -0.5
H 0.0 0.2 0.0
H 0.7 -0.4 -0.6
H -0.5 -1.0 0.0
H 0.0 0.1 1.2
H -1.0 0.1 -0.4
H -0.8 -0.3 -0.3
H 0.3 0.1 -0.7
H -0.2 -0.1 0.0
C 0.5 -0.3 0.0
O 0.4 -0.4 0.6
C 0.9 -0.8 0.5
C -1.2 0.8 -0.7
N 0.1 -0.2 1.9
C 0.2 0.4 -0.5
C -1.3 -0.3 -1.1
O -0.7 -0.7 0.2
C -0.1 0.4 -0.9
H -0.7 0.3 -0.6
H -0.3 0.5 0.0
H -0.1 0.3 -0.2
H -0.1 -0.1 0.3
H 0.3 0.3 -0.4
H 0.0 -0.2 0.1
H 0.3 0.5 -0.1
H 0.1 -0.3 -0.2
H 0.4 -0.2 -0.2
H 0.4 -0.2 0.7
H 0.6 -0.1 0.0
H -0.1 0.6 0.4
H 0.0 -0.1 0.4
H -0.1 -0.2 0.2
H 0.4 0.0 -0.3
C -1.0 0.2 -0.3
O -1.1 0.8 0.9
C 0.7 -0.5 0.1
C 0.0 -1.0 -1.0
N 1.0 0.2 1.7
C -0.7 -0.6 -1.3
C 1.7 0.6 0.7
O -2.3 0.6 1.1
C 1.3 0.1 0.3
H 0.4 -0.1 -0.1
H 0.3 0.4 -0.3
H -0.4 0.1 0.0
H 0.7 0.2 -0.2
H -0.2 -0.7 -0.2
H 0.6 0.4 0.3
H 0.0 0.0 0.4
H -0.4 -0.6 -0.5
H -0.4 -0.1 0.1
H 0.3 0.3 -0.2
H 0.3 -0.5 -0.6
H 0.0 -0.9 0.0
H -0.4 0.3 -0.6
H -0.3 0.2 -0.3
H 0.2 0.1 0.4
C -0.3 0.5 0.9
O 0.1 -0.3 -0.5
C 0.5 -0.2 0.2
C 1.2 0.3 0.7
N -1.3 -0.1 -1.1
C 0.9 0.8 0.5
C -0.4 -0.5 0.5
O 0.3 1.4 -1.0
C 0.2 -1.8 0.5
H -0.1 -0.3 0.1
H 0.0 -0.3 -0.3
H 0.0 0.3 0.0
H -0.1 0.0 -0.3
H -0.2 0.2 -0.2
H -0.4 -0.1 0.1
H -0.2 0.4 0.2
H -0.1 -0.1 0.2
H -0.3 -0.2 0.0
H 0.3 -0.3 -0.2
H -0.1 -0.3 -1.0
H 0.1 -0.3 0.6
H -0.5 0.9 0.0
H 0.0 0.2 0.3
H 0.3 0.0 -0.1
C 0.1 0.6 0.6
C 1.2 0.3 -2.1
C 0.7 0.8 -0.4
C -1.0 0.0 0.9
C 0.8 0.2 0.0
C -0.6 0.4 0.8
N -1.4 -0.4 0.2
O 0.4 -0.8 -1.4
C -0.6 -0.5 0.4
C 1.2 -0.6 0.0
C 0.7 -0.8 0.7
H 0.2 0.0 -0.3
H 0.0 0.0 0.3
H -0.2 0.1 0.3
H 0.7 0.1 0.0
H -0.4 0.6 -0.1
H -0.2 -0.1 0.0
H 0.3 -0.1 0.4
H -0.1 -0.3 -0.1
H -0.2 0.1 -0.1
H 0.0 0.0 0.0
H 0.3 0.2 -0.1
H 0.2 0.0 -0.1
H 0.1 -0.1 0.2
H -0.2 -0.2 -0.2
H -0.1 0.0 -0.1
H -0.2 -0.5 -0.1
H -0.5 0.5 0.2
H -0.7 0.1 -0.3
H -0.3 0.4 0.2
C 0.5 0.8 0.1
C 0.0 -0.6 -0.5
C 0.1 0.4 -0.8
C 0.1 0.3 0.7
C 1.0 -0.9 -1.2
C -1.3 -0.5 -0.6
N -0.3 -0.5 0.3
O 0.3 0.0 -0.7
C 0.4 0.2 -0.1
C -0.7 0.4 1.1
C 0.0 0.3 1.0
H 0.3 0.3 -0.2
H -0.5 0.5 -0.1
H -0.2 -0.3 0.3
H 0.0 -0.2 -0.2
H -0.3 0.1 -0.1
H -0.1 -0.2 0.1
H 0.1 0.1 0.0
H -0.3 -0.1 1.2
H 0.0 1.0 0.2
H -0.1 -0.5 -0.2
H -0.1 -0.4 0.5
H 0.1 0.0 -0.1
H 0.8 -0.7 0.0
H 0.1 0.4 -0.1
H 0.6 0.4 -0.6
H 0.0 -0.2 0.0
H 0.0 0.0 0.1
H -0.5 -0.2 -0.3
H -0.1 -0.1 0.1
C 0.0 0.3 -0.4
C 0.8 -2.1 -0.6
C -0.1 1.9 -1.3
C -0.6 -0.3 1.3
C 0.0 -1.6 -0.3
C 0.6 -0.4 -1.9
N 2.5 1.5 2.7
O -0.1 -0.3 -0.7
C -0.5 0.2 0.2
C -0.5 0.4 0.6
C -1.6 -0.1 1.0
H 0.2 -0.3 -0.3
H -0.1 0.0 0.1
H 0.2 0.0 0.1
H -0.5 0.2 0.2
H -0.1 0.1 -0.5
H -0.5 -0.2 -0.1
H 0.7 0.6 -0.1
H -0.2 0.3 -0.1
H -0.2 0.1 0.3
H -0.2 -0.2 -0.3
H 0.1 -0.1 0.1
H 0.1 -0.1 0.2
H 0.5 -0.2 0.0
H 0.0 0.2 0.0
H -0.5 -0.5 -0.1
H 0.5 0.4 0.5
H 0.3 0.2 -0.8
H -0.3 -0.3 -0.3
H -1.0 0.5 0.3
C -0.7 0.3 -0.2
C 1.3 2.2 0.5
C -1.9 -1.2 0.2
C 1.2 1.9 -0.8
C 0.0 -1.9 0.4
C -1.4 0.6 0.7
N 0.7 -1.0 -0.1
O 0.1 0.7 0.8
C -0.1 2.2 0.8
C -0.1 -1.0 -1.8
C -0.3 -1.1 -0.5
H 0.0 -0.5 0.3
H 0.1 -0.3 -0.3
H 0.7 -0.4 -0.1
H 0.3 0.2 -0.3
H 0.6 0.4 -0.8
H -0.6 -0.1 -0.2
H 0.1 -0.7 -0.2
H -0.9 0.2 -0.4
H 0.9 0.1 0.1
H 0.2 -0.5 0.1
H 0.2 -0.1 0.0
H -0.3 -0.1 -0.2
H -0.2 -0.6 0.4
H 0.4 0.2 -0.5
H 0.3 0.2 1.0
H -0.2 0.1 0.2
H -0.6 0.8 0.1
H 0.1 -0.4 0.7
H 0.3 -0.2 0.2

The LUMO energy comes out at 0.56 eV. As for the net charge: 0. The HOMO energy comes out at -7.669 eV. The calculation puts the energy at -4882.65566 Ha.